[1]
Computed, not measured: C4H9NO2 in the gas phase in a non-equilibrium geometry, with the ωB97M-V functional and the def2-TZVPD basis.

The geometry in XYZ format:
```
16
Properties=species:S:1:pos:R:3:forces:R:3
C 0.6986 0.1012 -2.1980 -0.6 -1.2 1.0
N -0.4937 0.0539 -1.3291 -0.9 -1.0 -0.4
C -0.6787 0.4720 0.0498 1.8 1.3 -0.6
C 0.1625 1.7774 0.1928 0.7 -0.3 1.3
C -0.1482 -0.5300 1.1329 -1.6 0.4 -0.9
O -0.5738 -0.5056 2.2475 0.5 0.0 0.5
O 0.7016 -1.4622 0.6780 0.2 -0.1 1.0
H 0.5678 0.7942 -3.0231 0.4 0.4 0.2
H 0.7925 -0.8966 -2.6456 0.0 0.1 -0.1
H 1.6028 0.1881 -1.5928 0.1 0.7 -0.4
H -1.1258 -0.6869 -1.5984 0.1 0.2 0.0
H -1.7285 0.6791 0.2440 0.0 -0.3 0.0
H 0.2136 2.4426 -0.6678 -0.3 -0.4 -0.2
H -0.0551 2.3996 1.0670 -0.5 -0.3 -0.1
H 1.1695 1.4166 0.4295 0.2 0.4 -0.4
H 0.7320 -1.3671 -0.2685 0.1 0.1 -0.9
```
Positions in Å, forces in eV/Å.

## Properties
HOMO   -9.0 eV
Charge   0
Relative energy (zero: lowest compared OMol25 entry of this formula, charge and spin)   146.0 kJ/mol
Orbital gap   0.35528 hartree
Strongest force on any atom   2.3 eV/A
SMILES   CN[C@H](C)C(=O)O

[2]
Computed, not measured: C4H9NO2 in the gas phase in a non-equilibrium geometry, with the ωB97M-V functional and the def2-TZVPD basis.

The geometry in XYZ format:
```
16
Properties=species:S:1:pos:R:3:forces:R:3
C 1.4903 -0.1555 -1.4385 -0.2 -0.3 -0.5
N 1.8472 -0.0862 -0.0656 0.1 0.1 -0.5
C 1.2756 0.4466 0.9206 0.7 0.0 -1.2
O 0.0256 0.9538 1.1605 0.5 -0.1 -0.1
C -1.0228 0.8636 0.1580 0.0 -0.1 -0.1
C -1.8104 -0.4290 0.2932 -0.2 0.2 0.1
O -1.0435 -1.5762 0.0037 0.2 -0.1 0.2
H 2.3573 -0.5910 -1.9396 -0.3 0.0 -0.3
H 0.6041 -0.7683 -1.5917 -0.1 0.0 -0.4
H 1.3364 0.8589 -1.8345 0.0 -0.3 -0.1
H 2.1725 0.6264 1.4942 -1.2 0.7 2.6
H -1.7016 1.7097 0.3328 0.3 -0.1 0.1
H -0.6233 0.9473 -0.8554 0.1 0.0 0.3
H -2.2551 -0.4817 1.2974 0.1 0.0 -0.1
H -2.6306 -0.4224 -0.4361 0.1 0.1 0.1
H -0.3510 -1.6551 0.6738 -0.1 0.0 -0.1
```
Positions in Å, forces in eV/Å.

## Properties
HOMO   -9.1 eV
Charge   0
Relative energy (zero: lowest compared OMol25 entry of this formula, charge and spin)   305.2 kJ/mol
Orbital gap   0.36504 hartree
Strongest force on any atom   2.9 eV/A
SMILES   C/N=C\OCCO

- strongest force on any atom of number 2 (C4H9NO2)?
  2.9 eV/A

- What is the relative energy (zero: lowest compared OMol25 entry of this formula, charge and spin) in the second record?
  305.2 kJ/mol

- charge of number 1 (C4H9NO2)?
  0